Entry 1:
Below is a cluster of 2 separate species, C4H11N3O2 in total in a non-equilibrium geometry, with properties calculated with the ωB97M-V functional and the def2-TZVPD basis.

Structure (XYZ):
```
20
Properties=species:S:1:pos:R:3:forces:R:3
C -2.1752 0.9198 -0.3168 1.0 0.5 0.3
C -0.2538 1.1187 -1.7179 1.8 1.1 0.7
N -0.9404 1.5699 -0.7589 -1.5 -0.1 -0.7
N -0.0929 -0.2073 -2.1624 -0.4 -0.9 -0.1
N 0.6718 2.0076 -2.2784 0.3 0.0 -0.8
H 0.9157 -1.0656 -0.1402 -1.1 -0.1 0.6
H -2.9935 1.4130 -0.8503 -0.1 -0.3 0.2
H -2.2316 1.1814 0.7431 -0.4 -0.3 -0.1
H -0.8270 -0.6091 -2.7326 -0.4 0.2 0.4
H 0.7394 -0.3329 -2.7104 0.3 0.3 -0.2
H 0.5836 2.9801 -2.0498 -0.4 0.0 0.5
H 1.6470 1.7767 -2.3949 -0.2 -0.5 0.0
H -2.2028 -0.1686 -0.4411 -0.1 0.0 -0.1
C -0.4980 -2.0005 2.0359 -0.3 1.6 0.3
C 0.8093 -1.2038 2.0149 -0.9 -0.6 -2.7
O 1.3041 -1.2435 0.7257 1.9 0.1 0.0
O 1.4534 -0.6404 2.8253 -0.1 0.0 1.2
H -1.1626 -1.6665 2.8288 0.2 -0.2 0.4
H -0.3448 -3.0670 2.0628 0.2 -0.2 0.0
H -1.0195 -1.7014 1.1192 0.1 -0.4 0.0
```
Positions in Å, forces in eV/Å.

Energy relative to the best compared isomer or geometry (same formula, charge and spin): 40.19 kcal/mol
Gap between HOMO and LUMO: 9.832 eV
DFT total energy: -473.738711 a.u.
SMILES: CN=C(N)N.CC(=O)O

Results of the natural (NBO) charge analysis, in e, for atoms 1 through 6:
1. C -0.445
2. C 0.554
3. N -0.497
4. N -0.888
5. N -0.839
6. H 0.525

---

Entry 2:
Below is a structure of composition C26H26F5GeO2SSbSe4Tc, with properties calculated with the ωB97M-V functional and the def2-TZVPD basis.

Structure (XYZ):
```
67
Properties=species:S:1:pos:R:3:forces:R:3
Tc 0.5447 -0.3020 0.7542 0.0 0.0 0.1
Se 5.6974 -2.2035 2.4033 0.0 0.0 0.0
Sb 3.4339 -1.6746 2.3244 0.1 -0.1 0.1
Se 2.2680 0.5115 2.4166 -0.1 0.0 -0.1
Se 1.7043 -2.6472 0.6243 0.0 0.0 0.0
Se 1.6613 -3.3605 2.9410 0.0 0.0 0.0
C -2.1229 -3.1332 1.8608 0.0 0.0 0.0
C -2.8675 -2.7289 0.6027 0.0 0.0 -0.1
S -2.6027 -1.0144 0.1409 0.0 0.0 -0.1
O -1.1183 -1.1801 -0.5354 -0.1 -0.1 0.1
C -3.6861 -0.8254 -1.2781 0.0 0.0 0.0
C -3.7894 -2.0005 -2.2296 0.0 0.0 0.0
H -2.3599 -4.1759 2.0699 0.0 0.0 0.0
H -2.4200 -2.5357 2.7198 0.0 0.0 0.0
H -1.0442 -3.0545 1.7322 0.0 0.0 0.0
H -3.9523 -2.8005 0.7246 0.0 0.0 0.0
H -2.5744 -3.3088 -0.2727 0.0 0.0 0.0
H -3.3037 0.0710 -1.7720 0.0 0.0 0.0
H -4.6407 -0.5508 -0.8181 0.0 0.0 0.0
H -2.8051 -2.3525 -2.5345 0.0 0.0 0.0
H -4.2939 -1.6568 -3.1325 0.0 0.0 0.0
H -4.3633 -2.8247 -1.8106 0.0 0.0 0.0
F -1.5499 1.9642 0.6607 -0.1 0.0 0.0
C -0.4847 1.4672 1.3965 0.0 0.0 0.1
F 0.2273 2.5774 1.7418 0.0 0.0 0.0
C -1.1403 0.9013 2.6948 0.0 -0.1 0.0
F -2.4512 1.0446 2.7988 0.0 0.0 0.0
F -0.9364 -0.5097 2.5833 0.0 0.1 -0.1
F -0.5739 1.2653 3.8163 0.1 0.0 0.0
C -0.4688 0.0659 -1.0450 0.1 0.1 0.0
Ge 0.2036 -0.3069 -2.8901 0.0 0.0 0.0
C -1.3661 -0.4294 -4.0411 0.0 0.0 0.0
C -1.5882 -1.5019 -4.9027 0.0 0.0 0.0
C -2.6939 -1.5174 -5.7446 0.0 0.0 0.0
C -3.5915 -0.4592 -5.7342 0.0 0.0 0.0
C -3.3728 0.6267 -4.8948 0.0 0.0 0.0
C -2.2623 0.6420 -4.0620 0.0 0.0 0.0
C 1.2438 1.2445 -3.3858 0.0 0.0 0.0
C 2.0501 1.2041 -4.5222 0.0 0.0 0.0
C 2.7723 2.3229 -4.9116 0.0 0.0 0.0
C 2.6881 3.4948 -4.1730 0.0 0.0 0.0
C 1.8814 3.5492 -3.0456 0.0 0.0 0.0
C 1.1636 2.4285 -2.6541 0.0 0.0 0.0
C 1.1678 -1.9929 -2.8307 0.0 0.0 0.0
C 2.5592 -2.0426 -2.9239 0.0 0.0 0.0
C 3.2309 -3.2573 -2.8591 0.0 0.0 0.0
C 2.5210 -4.4385 -2.7040 0.0 0.0 0.0
C 1.1358 -4.4071 -2.6145 0.0 0.0 0.0
C 0.4680 -3.1929 -2.6767 0.0 0.0 0.0
H -1.1889 0.8818 -1.0178 0.0 0.0 0.0
H -0.8897 -2.3306 -4.9307 0.0 0.0 0.0
H -2.8488 -2.3520 -6.4161 0.0 0.0 0.0
H -4.4491 -0.4689 -6.3942 0.0 0.0 0.0
H -4.0527 1.4692 -4.9081 0.0 0.0 0.0
H -2.0784 1.5198 -3.4474 0.0 0.0 0.0
H 2.1208 0.2966 -5.1126 0.0 0.0 0.0
H 3.4002 2.2802 -5.7919 0.0 0.0 0.0
H 3.2527 4.3665 -4.4761 0.0 0.0 0.0
H 1.8148 4.4618 -2.4679 0.0 0.0 0.0
H 0.5519 2.4883 -1.7585 0.0 0.0 0.0
H 3.1273 -1.1288 -3.0529 0.0 0.0 0.0
H 4.3103 -3.2798 -2.9336 0.0 0.0 0.0
H 3.0454 -5.3837 -2.6560 0.0 0.0 0.0
H 0.5788 -5.3286 -2.5027 0.0 0.0 0.0
H -0.6158 -3.1863 -2.6156 0.0 0.0 0.0
O 2.9467 0.3726 -0.9532 0.0 0.0 0.1
C 2.0120 0.1440 -0.3450 0.1 0.0 -0.1
```
Positions in Å, forces in eV/Å.

Energy relative to the best compared isomer or geometry (same formula, charge and spin): 1.00 kcal/mol
Gap between HOMO and LUMO: 6.988 eV
DFT total energy: -14057.801376 a.u.
Total charge: +1

Results of the natural (NBO) charge analysis, in e, for atoms 1 through 6:
1. Tc -0.080
2. Se -0.382
3. Sb 1.018
4. Se -0.164
5. Se -0.108
6. Se -0.189

---

Entry 3:
Below is a cluster of 9 separate species, C12H42O15 in total in a non-equilibrium geometry, with properties calculated with the ωB97M-V functional and the def2-TZVPD basis.

Structure (XYZ):
```
69
Properties=species:S:1:pos:R:3:forces:R:3
O 14.5440 -15.8090 23.0570 -0.3 0.3 0.7
H 14.8020 -16.1990 23.9170 0.1 -0.1 -1.0
H 14.0810 -14.9900 23.3190 0.2 -0.3 -0.3
O 11.2870 -18.1580 26.3880 1.1 -2.6 0.3
H 10.8660 -17.3910 26.0280 -0.3 1.0 -1.0
H 11.7450 -18.7160 25.6970 -1.2 1.4 0.8
O 13.3040 -13.5210 24.0870 0.2 0.5 0.0
H 13.6440 -12.6330 24.1750 0.8 0.4 -0.5
H 12.5630 -13.3990 24.6900 -0.9 -0.8 0.5
C 10.6970 -15.5880 23.8120 1.0 -1.4 -1.4
C 9.9800 -16.8080 23.0860 2.9 2.3 -1.3
O 10.2910 -16.5360 21.7070 0.1 1.3 1.1
O 10.4390 -15.7470 25.1960 1.9 -0.3 0.5
H 10.2990 -14.6190 23.5290 -0.4 -0.1 -0.6
H 11.8280 -15.5100 23.4550 -2.2 -0.6 1.5
H 8.9460 -16.7100 23.2620 -1.4 -0.3 0.3
H 10.4030 -17.7980 23.2770 -0.2 0.2 0.9
H 9.9480 -17.2440 21.2210 -0.7 -1.5 -1.4
H 9.5550 -15.4680 25.3470 -1.1 0.4 0.3
C 13.6950 -15.6170 27.6810 0.4 0.3 -0.9
C 13.7040 -16.0890 26.2260 -0.8 -1.3 2.9
O 13.8170 -17.4930 26.2610 0.4 -1.4 0.5
O 13.3720 -14.2400 27.6530 0.8 1.0 0.6
H 14.7170 -15.8060 28.0280 -0.1 0.2 0.4
H 13.0190 -16.1370 28.3450 -0.4 -0.2 0.0
H 14.5680 -15.5830 25.8960 1.1 0.0 -1.4
H 12.8370 -15.8510 25.6870 -1.1 0.9 -0.7
H 13.0590 -17.8890 26.8030 1.1 1.2 -1.1
H 14.1830 -13.7100 27.4460 -0.5 -0.6 0.0
C 17.3320 -18.6690 22.8460 -0.6 -0.9 2.2
C 16.2290 -18.8620 23.9050 -0.5 1.4 -0.3
O 16.0180 -17.6030 24.5600 0.4 -0.3 0.2
O 17.2860 -19.8920 22.2180 0.4 -1.7 -1.5
H 18.3430 -18.5130 23.2620 -0.5 0.2 0.4
H 17.1000 -17.8760 22.2090 -0.5 1.5 -1.1
H 16.4750 -19.6360 24.5740 1.2 -0.7 1.3
H 15.2800 -19.3140 23.5470 0.4 0.9 -0.9
H 15.4360 -17.7310 25.3220 -0.2 -0.2 0.1
H 17.9790 -19.9260 21.5550 0.0 -0.2 -0.1
C 10.7180 -14.5340 29.7990 -1.8 -1.3 -1.3
C 9.2640 -14.2460 30.1070 2.8 0.7 2.9
O 9.1340 -12.9080 29.7290 -1.7 1.7 -1.1
O 10.7190 -14.6150 28.3830 1.4 -0.2 -0.3
H 11.0850 -15.4520 30.2330 0.2 -0.4 0.4
H 11.3340 -13.7050 30.0260 0.6 0.9 1.1
H 9.2220 -14.2470 31.2090 -0.7 -0.7 -0.1
H 8.6240 -14.9960 29.6520 -0.4 0.6 -0.3
H 9.5800 -12.2840 30.3320 -0.3 -1.0 -0.2
H 11.6600 -14.4100 28.2400 -0.4 -0.1 -1.2
C 16.9160 -13.9250 24.7180 1.2 -1.1 2.1
C 16.7760 -13.9700 26.2880 4.1 -0.3 -0.3
O 15.8120 -13.1350 26.7450 -2.6 0.5 0.7
O 17.9710 -14.8720 24.3550 -1.2 0.8 -0.1
H 17.0330 -12.9080 24.2690 0.7 -0.8 0.5
H 15.9230 -14.1910 24.4850 -1.1 -0.9 -1.3
H 17.6810 -13.6260 26.8620 0.1 -0.6 -1.1
H 16.6510 -14.9930 26.6260 -0.5 -0.3 -0.2
H 16.0110 -12.3750 26.2290 -0.5 1.7 -0.1
H 17.6880 -15.7970 24.5370 -0.3 0.9 -0.2
C 11.2550 -11.4290 25.8810 -3.2 -1.1 1.4
C 11.3920 -11.1040 27.3850 0.0 -0.1 0.5
O 12.6490 -11.5030 27.9020 0.2 -0.9 -0.1
O 11.2800 -12.8490 25.7250 -0.9 -1.0 0.7
H 12.0610 -11.0970 25.2420 -0.2 0.8 0.0
H 10.1480 -11.1990 25.6020 2.1 0.8 -0.1
H 10.5580 -11.4840 28.0460 0.5 -0.4 -1.2
H 11.3160 -10.0530 27.6000 0.2 0.8 -0.4
H 12.7380 -12.4850 27.8530 -0.4 1.0 0.0
H 10.5150 -13.2360 26.2310 1.3 0.3 -0.5
```
Positions in Å, forces in eV/Å.

Energy relative to the best compared isomer or geometry (same formula, charge and spin): 72.18 kcal/mol
Gap between HOMO and LUMO: 10.274 eV
DFT total energy: -1610.812469 a.u.
SMILES: OCCO.OCCO.OCCO.OCCO.OCCO.OCCO.O.O.O

Results of the natural (NBO) charge analysis, in e, for atoms 1 through 6:
1. O -0.977
2. H 0.473
3. H 0.485
4. O -0.980
5. H 0.507
6. H 0.484

---

Entry 4:
Below is a cluster of 2 separate species, C5H12O in total in a non-equilibrium geometry, with properties calculated with the ωB97M-V functional and the def2-TZVPD basis.

Structure (XYZ):
```
18
Properties=species:S:1:pos:R:3:forces:R:3
C 0.3140 -3.0009 0.3569 1.2 -0.9 -0.7
C 1.4591 -2.1261 -0.3220 -0.1 0.2 2.6
C 0.8594 -0.9060 -0.9076 -1.3 1.2 -1.3
C 0.1025 -0.0652 -0.1692 0.2 -0.1 -0.1
C 0.9469 -0.7213 -2.4079 1.3 0.8 0.2
H 0.7464 -3.4035 1.2589 -0.4 0.3 1.0
H -0.7243 -2.5495 0.4798 1.7 -0.6 -0.3
H 0.3523 -3.9548 -0.2185 -1.0 0.7 -0.1
H 2.2781 -1.7903 0.4207 -1.5 -0.5 -0.6
H 2.0417 -2.7515 -0.9703 -0.1 -0.1 -0.9
H -0.2736 0.9667 -0.3844 0.3 -1.3 -0.5
H -0.2285 -0.4537 0.7795 0.4 0.4 0.7
H 0.4372 0.2346 -2.6374 0.3 -0.8 -0.5
H 2.0039 -0.6913 -2.7301 -0.1 0.5 0.2
H 0.6291 -1.5835 -3.0112 -0.7 0.2 0.5
H -3.1921 5.4606 1.9665 -0.3 -0.2 0.1
H -2.1782 6.2051 2.7600 -0.4 -0.2 0.4
O -3.0103 5.7132 2.8786 0.7 0.4 -0.5
```
Positions in Å, forces in eV/Å.

Energy relative to the best compared isomer or geometry (same formula, charge and spin): 43.16 kcal/mol
Gap between HOMO and LUMO: 9.710 eV
DFT total energy: -272.879882 a.u.
SMILES: C=C(C)CC.O

Results of the natural (NBO) charge analysis, in e, for atoms 1 through 6:
1. C -0.624
2. C -0.446
3. C 0.039
4. C -0.441
5. C -0.646
6. H 0.213

---

> What is the formula in the fourth record?

C5H12O

---

> Among the records above, which one has the highest DFT total energy?

C5H12O